Arrangement P

Molecular formula: C3H4INO
Method: DFT, ωB97M-V/def2-TZVPD

```
10
Properties=species:S:1:pos:R:3:mulliken_charge:R:1
C 0.2299 -1.1120 0.0355 0.3911
C -1.1000 -0.2881 0.0093 -0.3841
C -0.2516 0.9406 0.0006 -0.4154
N 0.8555 0.0157 0.0451 -0.0864
O 0.3703 -2.3121 0.0954 -0.5802
I 3.5184 0.6556 -0.1787 0.0891
H -1.6068 -0.5777 -0.8292 0.2590
H -1.7793 -0.4166 0.9637 0.2214
H -0.0822 1.5715 -0.9572 0.2193
H -0.1544 1.5231 0.8155 0.2861
```

Output
HOMO level, hartree: -0.35504
E_LUMO, eV: -3.054
Net charge: 0



Arrangement Q

Molecular formula: C3H4INO
Method: DFT, ωB97M-V/def2-TZVPD

```
10
Properties=species:S:1:pos:R:3:mulliken_charge:R:1
C 0.4509 -1.3134 -0.6031 0.1556
C 0.2626 0.3291 0.9844 -0.4444
C -0.6548 0.8440 -0.2284 -0.1701
N 0.8650 -0.9163 0.4702 -0.3752
O -0.8398 -0.1897 -1.1235 -0.4747
I 0.7458 -2.8829 -1.7786 0.2311
H 1.1251 0.9816 0.8316 0.2406
H 0.0327 0.3526 2.0398 0.3651
H -1.7314 1.1037 0.0374 0.2096
H -0.2559 1.6910 -0.6297 0.2624
```

Output
HOMO level, hartree: -0.34925
E_LUMO, eV: 0.252
Net charge: 0



Arrangement R

Molecular formula: C3H4INO
Method: DFT, ωB97M-V/def2-TZVPD

```
10
Properties=species:S:1:pos:R:3:mulliken_charge:R:1
C -0.1333 -0.7854 0.6683 -0.2141
C -0.6890 -0.0238 -0.2808 -0.3079
O 0.0556 -0.2339 -1.4713 -0.2766
C 0.9537 -1.1499 -1.0414 0.1016
N 0.8593 -1.6211 0.1326 -0.4288
H -0.2804 -0.8038 1.7356 0.3990
H -1.7035 0.4511 -0.4014 0.3997
H 1.7691 -1.5341 -1.7576 0.3077
I -0.0197 2.6088 1.7361 -0.0338
H -0.8119 3.0920 0.6798 0.0533
```

Output
HOMO level, hartree: -0.33777
E_LUMO, eV: 0.732
SMILES: c1cocn1.I
Net charge: 0



Stability comparison, relative energies in kJ/mol: arrangement P 154.3; arrangement Q 72.0; arrangement R 0.0



Arrangement P

Molecular formula: C3H4INO
Method: DFT, ωB97M-V/def2-TZVPD

```
10
Properties=species:S:1:pos:R:3:mulliken_charge:R:1
N 0.3846 -1.4575 0.7080 -0.4079
C 0.0308 -2.4566 0.1440 0.4590
O -0.3935 -3.4229 -0.2738 -0.3740
H 0.7543 -0.6105 0.3759 0.3356
C 0.4451 1.4432 -0.6148 -0.5370
C -0.3780 1.1281 0.3543 -0.6092
I -2.4767 1.6132 -0.0486 0.0141
H 1.5377 1.2323 -0.3788 0.2927
H 0.0745 1.6378 -1.5979 0.2743
H 0.0212 0.8928 1.3316 0.5523
```

Output
HOMO level, hartree: -0.35151
E_LUMO, eV: 0.118
SMILES: N=C=O.C=CI
Net charge: 0



Arrangement Q

Molecular formula: C3H4INO
Method: DFT, ωB97M-V/def2-TZVPD

```
10
Properties=species:S:1:pos:R:3:mulliken_charge:R:1
I 4.4671 0.7416 0.5258 0.2121
C 2.5174 0.4696 0.4143 0.0662
N 1.3403 1.6669 0.2164 -0.4458
C 0.1946 0.8718 0.0153 -0.1706
C 0.6174 -0.6399 -0.0209 -0.3338
O 2.0460 -0.7199 0.3501 -0.2626
H -0.3870 1.2546 -0.9272 0.2150
H -0.7204 1.0774 0.7381 0.1974
H -0.0288 -1.3731 0.5377 0.2656
H 0.6160 -1.0512 -0.9677 0.2564
```

Output
HOMO level (spin up / spin down), hartree: -0.29087 / -0.29076
E_LUMO (spin up / spin down), eV: 0.278 / 0.278
SMILES: IC1=NCCO1
Net charge: 0



Arrangement R

Molecular formula: C3H4INO
Method: DFT, ωB97M-V/def2-TZVPD

```
10
Properties=species:S:1:pos:R:3:mulliken_charge:R:1
C -1.1229 -0.6492 0.1172 0.1846
C 1.5134 0.4973 -0.1374 -0.3102
C -2.3927 -1.0842 0.0618 -0.5343
N 0.0284 -1.3831 0.0475 -0.4151
O 1.2143 -0.7562 -0.1006 -0.0195
I -4.1106 0.0818 -0.0269 0.0946
H -0.8932 0.4890 0.2341 0.0346
H 0.8152 1.2223 -0.1585 0.2579
H 2.5303 0.7082 -0.1638 0.3260
H -2.6014 -2.1442 0.2523 0.3816
```

Output
HOMO level (spin up / spin down), hartree: -0.30048 / -0.29002
E_LUMO (spin up / spin down), eV: -0.175 / -0.921
Net charge: 0



Stability comparison, relative energies in kJ/mol: arrangement P 0.0; arrangement Q 252.3; arrangement R 394.0